Entry 1:
Entry from the Open Molecules 2025 dataset: C10H8AuCl2F6IN5O as an isolated structure (ωB97M-V with the def2-TZVPD basis set).

XYZ file:
```
34
Properties=species:S:1:pos:R:3:forces:R:3:mulliken_charge:R:1
Au 0.355337 -1.036064 0.485109 0.053 0.336 -0.194 0.8692
C 1.584430 3.186077 0.255273 -0.004 0.005 0.028 -1.8285
C 1.055962 1.935834 0.948448 0.036 -0.101 0.010 1.1050
O 0.933072 0.898527 0.012046 -0.095 0.072 0.081 -1.0075
C 2.054545 1.519871 2.053547 0.025 -0.019 0.039 0.5749
F 1.683468 0.368444 2.660177 0.014 0.088 -0.071 -0.2323
F 3.260041 1.309463 1.517892 -0.059 -0.005 0.031 -0.2505
F 2.171031 2.449445 3.000265 -0.008 -0.046 -0.074 -0.2473
C -0.333971 2.236958 1.555226 0.010 -0.023 0.011 0.7801
F -0.854034 1.168082 2.183601 0.005 0.081 -0.032 -0.2268
F -1.190149 2.537406 0.545754 0.024 0.001 0.073 -0.2523
F -0.330366 3.260973 2.399035 -0.033 -0.086 -0.061 -0.2432
H 2.533288 2.951355 -0.220310 -0.002 -0.007 0.003 0.4396
H 1.726831 3.996562 0.968006 0.005 0.006 -0.018 0.4218
H 0.875673 3.510350 -0.504998 0.002 0.002 0.003 0.4086
N -0.323096 -2.895829 0.672404 0.186 -0.609 0.197 -0.5129
C -1.324066 -3.442288 0.975882 0.047 0.313 0.135 0.6730
N -2.380511 -4.045607 1.310118 -0.116 -0.066 -0.334 -0.5974
C -3.306845 -4.034375 0.340151 0.085 -0.024 0.131 0.5349
N -4.095292 -3.987502 -0.502623 -0.050 0.122 -0.032 -0.5114
Cl 2.317756 -2.151606 -1.945923 0.009 -0.019 -0.011 -0.1093
C 3.065098 -2.896996 -0.533646 -0.031 0.002 -0.002 -0.3537
Cl 2.948500 -1.840400 0.899772 -0.030 -0.004 0.033 -0.0538
H 4.120129 -3.042220 -0.732482 -0.003 -0.009 0.018 0.3714
H 2.554951 -3.824706 -0.304764 -0.030 0.017 -0.009 0.3243
I -4.575137 0.079319 -3.570891 0.177 -0.019 0.122 0.5417
C -2.908955 0.092043 -2.485264 -0.222 0.003 -0.160 -0.6286
C -1.891218 1.094545 -2.463414 0.042 -0.004 0.040 -0.0907
N -1.001304 0.697676 -1.601558 0.034 -0.027 0.102 0.2487
N -1.346541 -0.504379 -1.027832 -0.069 0.105 0.069 -0.1604
C -2.477980 -0.891272 -1.533521 0.071 -0.087 0.049 -0.0467
H -1.818860 2.018737 -3.013883 0.017 0.011 0.006 0.5102
H -0.116575 1.095432 -1.100183 -0.047 0.042 -0.164 0.3540
H -2.965214 -1.813856 -1.241415 -0.046 -0.050 -0.016 0.1958
```
Positions in Å, forces in eV/Å.

Total charge: +1
E_LUMO (spin up / spin down), eV: -3.5 / -8.1
Energy relative to the best compared isomer or geometry (same formula, charge and spin), kcal/mol: 11.6
Multiplicity: 3
⟨S²⟩: 2.009
Highest occupied orbital energy (spin up / spin down), eV: -12.1 / -12.1
Orbital gap (spin up / spin down), eV: 8.6 / 4.0

Entry 2:
Entry from the Open Molecules 2025 dataset: a 3-piece molecular cluster, C25H33BBrNO3P overall (ωB97M-V with the def2-TZVPD basis set).

XYZ file:
```
65
Properties=species:S:1:pos:R:3:forces:R:3:mulliken_charge:R:1
C 4.294557 -3.357755 1.229491 1.082 0.288 0.006 -0.8273
O 3.563403 -2.127715 1.415882 -0.349 -0.301 -0.056 -0.1647
B 2.231587 -2.242503 1.540707 -0.484 -0.757 0.702 0.4347
O 1.628501 -3.459763 1.276635 -0.175 0.558 0.217 -0.5235
C 1.317030 -0.982698 2.005310 2.372 0.201 -1.763 -0.7548
N 0.106086 -0.908332 1.093403 -1.074 -0.268 -0.075 0.2499
C 0.171778 0.311566 0.182807 -0.563 0.176 0.790 -0.3515
P -1.438723 0.949251 -0.518674 0.359 1.667 -0.893 0.5147
O -1.754696 -0.140297 -1.723558 0.107 -0.357 1.101 -0.4899
Br -2.958633 0.717944 1.089070 0.580 -0.373 -0.242 -0.2570
C 0.980254 1.260776 1.072149 0.596 -1.579 0.208 -0.8381
C 2.131957 0.260838 1.460933 -1.914 0.152 0.042 0.3396
C 3.210666 0.831746 2.343637 0.228 0.430 0.074 -0.9964
C 4.135898 1.843488 1.607002 0.426 -0.457 0.073 -1.4202
C 4.409678 1.447236 0.164115 -0.352 0.714 1.669 0.4915
C 5.187016 0.337779 -0.064404 0.176 -0.286 -0.217 0.0301
C 5.406339 -0.049527 -1.369717 0.354 -0.676 0.740 -0.7822
C 4.839547 0.673058 -2.387915 0.404 -0.731 -1.744 -0.3945
C 4.072943 1.779058 -2.168844 -0.810 0.893 0.239 -0.9179
C 3.852115 2.174255 -0.862265 -0.172 0.146 0.124 -0.1492
H 3.965976 -3.930978 0.364837 -0.315 0.036 0.186 0.3474
H 4.286037 -3.937669 2.152461 -0.285 -0.114 -0.174 0.3353
H 5.335583 -3.078997 1.051721 -0.148 0.106 -0.005 0.2554
H 0.754007 -3.502058 1.680476 0.023 -0.372 -0.159 0.3166
H 1.076492 -0.977274 3.067638 -0.411 0.239 -0.163 0.2390
H -0.740957 -0.846119 1.669442 -0.115 0.147 -0.215 0.3633
H -0.042676 -1.698933 0.461457 0.230 -0.342 0.456 0.3767
H 0.712015 0.019255 -0.725891 0.200 0.050 0.208 0.1785
H -0.994876 -0.113077 -2.326049 -0.268 -0.041 -0.235 0.3601
H 0.393967 1.397574 1.988212 0.025 0.848 -0.188 0.3426
H 1.379116 2.147791 0.590394 -0.404 0.131 0.061 0.4418
H 2.428595 -0.102070 0.471125 1.063 0.272 0.312 0.3040
H 3.833442 0.053271 2.788806 -0.160 -0.130 -0.211 0.3512
H 2.736880 1.356526 3.183234 -0.007 -0.137 -0.039 0.4456
H 3.784473 2.874148 1.694295 -0.190 -0.143 -0.158 0.4508
H 5.095210 1.809615 2.133692 -0.118 0.196 0.030 0.4616
H 5.588808 -0.216468 0.775911 0.081 -0.009 -0.084 0.4229
H 6.003320 -0.936093 -1.551003 -0.006 0.114 -0.249 0.4224
H 5.006270 0.345499 -3.410371 0.018 0.053 0.072 0.3934
H 3.610206 2.339671 -2.972429 0.186 -0.109 -0.118 0.4468
H 3.251284 3.034657 -0.583519 0.041 0.075 -0.346 0.4814
C -2.908759 3.166127 -4.952984 0.026 -0.010 -0.007 -0.4423
C -2.909933 2.564393 -3.701961 0.044 0.043 0.021 -0.1594
C -3.324745 3.280281 -2.586885 -0.021 0.018 -0.080 -0.0625
C -3.747587 4.595092 -2.724446 0.001 0.003 0.034 -0.6265
C -3.749127 5.195359 -3.975803 0.011 0.009 -0.002 -0.3485
C -3.326154 4.482667 -5.089318 -0.006 -0.003 0.002 -0.4110
H -2.583308 2.608883 -5.822331 -0.014 0.005 0.003 0.3690
H -2.588223 1.535945 -3.596604 -0.053 -0.020 -0.021 0.3507
H -3.321759 2.815536 -1.609078 -0.055 0.024 0.006 0.2390
H -4.076222 5.152033 -1.856197 -0.005 -0.002 -0.012 0.3611
H -4.080354 6.220166 -4.083276 0.006 -0.009 0.002 0.3673
H -3.323496 4.952960 -6.064076 -0.010 -0.007 0.006 0.3671
C -5.376908 -3.009232 0.886893 0.021 -0.003 -0.025 -0.5912
C -4.596435 -2.337057 1.818237 0.042 -0.023 0.015 0.6422
C -4.492592 -2.819833 3.116679 0.046 -0.013 -0.039 -0.4701
C -5.162337 -3.979862 3.481287 0.019 -0.012 0.027 -0.3740
C -5.939547 -4.653026 2.548911 -0.001 0.005 -0.003 -0.4381
C -6.050258 -4.166139 1.253230 0.011 -0.007 -0.003 -0.3457
H -5.460904 -2.631009 -0.124545 -0.013 0.003 0.012 0.3755
H -4.068134 -1.434739 1.531876 -0.235 -0.336 0.072 -0.2186
H -3.889566 -2.291485 3.846216 -0.029 0.002 0.017 0.3728
H -5.079109 -4.358732 4.491899 -0.016 0.006 -0.007 0.3733
H -6.460948 -5.558012 2.832705 -0.004 0.015 0.001 0.3660
H -6.661196 -4.689136 0.528926 0.004 0.003 0.008 0.3735
```
Positions in Å, forces in eV/Å.

Total charge: +1
E_LUMO, eV: -3.1
Multiplicity: 1
Highest occupied orbital energy, eV: -11.2
Orbital gap, eV: 8.1

Entry 3:
Entry from the Open Molecules 2025 dataset: C20H19MnN6O3SSe as an isolated structure (ωB97M-V with the def2-TZVPD basis set).

XYZ file:
```
51
Properties=species:S:1:pos:R:3:forces:R:3:mulliken_charge:R:1
Mn 0.619422 -0.154138 -0.728759 0.000 -0.104 0.587 -0.3220
O -4.124172 2.348815 0.445640 -0.398 0.339 0.423 -0.5969
C -3.480502 2.129478 1.596106 0.368 -0.322 0.105 0.6663
C -4.136922 2.527878 2.767813 0.184 -0.280 -0.060 -0.7586
C -3.581861 2.267093 3.996270 0.862 -0.309 0.364 -0.3183
C -2.346636 1.599894 4.129225 0.933 -0.090 -1.009 -0.8209
C -1.638362 1.257959 2.976801 -0.912 0.147 -0.183 -0.5175
C -2.208215 1.503265 1.687570 0.215 0.162 -0.001 0.0336
C -1.431570 1.112970 0.504083 0.133 0.190 1.300 1.2331
O -0.258843 0.536498 0.750388 -0.257 0.067 -0.460 -0.3171
N -1.821815 1.311053 -0.727363 -0.433 -0.072 -0.593 -0.9734
N -0.953795 0.677042 -1.570883 -0.096 -0.118 0.263 0.6520
C -1.215535 0.391229 -2.795443 0.796 -0.062 1.324 -0.4637
C -0.189740 -0.385205 -3.465094 0.300 -0.142 -0.571 0.7250
C -0.207707 -0.563736 -4.839038 0.373 0.070 -0.181 -0.8565
C 0.905197 -1.112716 -5.478498 -0.252 0.006 1.246 -0.2877
C 1.916466 -1.617675 -4.682622 0.575 0.139 -0.163 -0.7333
C 1.842713 -1.468793 -3.306588 -0.061 -0.289 0.665 -0.0730
N 0.835287 -0.840436 -2.673887 -0.101 0.096 -0.894 0.1416
H -3.583047 2.142131 -0.315541 0.452 -0.247 -0.451 0.4534
H -5.092959 3.008988 2.676453 -0.195 0.164 -0.054 0.4829
H -4.030073 2.589112 4.923325 -0.451 0.080 -0.106 0.4060
H -1.890922 1.409805 5.101632 -0.325 0.092 -0.239 0.4126
H -0.663132 0.771682 2.971622 -0.300 0.181 0.387 0.3667
H -2.129100 0.705441 -3.215903 -0.950 0.259 -0.711 0.5424
H -1.022908 -0.219294 -5.461520 -0.140 0.167 0.302 0.4572
H 0.946824 -1.096238 -6.537220 0.114 -0.276 -0.815 0.4964
H 2.830055 -2.064630 -5.082109 -0.467 0.071 -0.020 0.3835
H 2.629906 -1.916765 -2.697560 -0.246 0.360 0.045 0.4771
C 2.235963 3.500330 0.632019 0.844 -0.056 -0.564 -0.9378
S 2.845554 2.475192 -0.764090 0.047 -0.167 0.673 0.3698
C 4.542913 2.212526 -0.235312 0.944 0.305 -0.401 -0.9029
O 2.283566 1.042057 -0.527355 -0.079 0.416 -0.074 -0.3581
H 2.449445 2.987415 1.564674 -0.258 -0.143 0.047 0.3210
H 1.201355 3.736704 0.456657 -0.522 -0.303 0.048 0.3056
H 2.754453 4.465720 0.631724 0.228 -0.252 -0.227 0.4541
H 5.264220 3.030045 -0.471882 -0.947 -0.291 0.001 0.3948
H 4.910026 1.314798 -0.750662 -0.317 0.232 0.052 0.3233
H 4.560232 2.045839 0.830109 -0.102 -0.119 0.365 0.3045
Se 2.446665 -1.437703 1.886265 -0.733 -1.034 -0.100 0.3758
N 1.859422 -2.893121 2.739389 -0.560 -0.159 -1.079 -0.6972
C 0.832790 -3.413536 2.038027 1.007 0.358 0.913 0.4326
C 0.124625 -4.637897 2.327136 0.769 0.320 0.561 -0.4531
C -0.970035 -4.882405 1.575586 -0.404 -0.672 0.442 -0.4638
C -1.403689 -3.981235 0.567403 1.003 1.157 -0.437 -0.3732
N -0.726450 -2.905360 0.216103 -0.156 -0.292 -0.350 -0.2788
C 0.416987 -2.659973 0.901177 0.072 0.441 -0.447 1.0021
N 1.211761 -1.632897 0.565187 0.127 -0.200 0.540 -0.0420
H 0.513536 -5.303653 3.119067 -0.470 0.456 -0.523 0.4692
H -1.574100 -5.759974 1.759268 0.056 -0.079 -0.036 0.3966
H -2.297293 -4.153579 -0.009392 -0.269 -0.192 0.098 0.4665
```
Positions in Å, forces in eV/Å.

Total charge: +2
E_LUMO (spin up / spin down), eV: -7.5 / -7.4
Energy relative to the best compared isomer or geometry (same formula, charge and spin), kcal/mol: 0.0
Multiplicity: 5
⟨S²⟩: 6.070
Highest occupied orbital energy (spin up / spin down), eV: -13.2 / -13.2
Orbital gap (spin up / spin down), eV: 5.7 / 5.8

| no. | maximum force (eV/A) |
| --- | --- |
| 1 | 0.667 |
| 2 | 2.963 |
| 3 | 1.592 |